No. 1
The following is a quantum chemistry calculation of C22H49MnN7O10 as an isolated structure, from the Open Molecules 2025 dataset.

- multiplicity = 6
- ⟨S²⟩ = 8.7575
- Kohn-Sham gap (spin up / spin down) (eV) = 4.3 / 4.3
- highest occupied orbital energy (spin up / spin down) (eV) = -8.1 / -8.1
- LUMO level (spin up / spin down) (eV) = -3.7 / -3.8

Last column: Mulliken spin population.
Element x y z (Å)
Mn (-2.190, 1.796, -2.776)  4.811
C (-0.798, 0.814, -0.910)  -0.009
O (-2.019, 0.644, -1.076)  0.057
O (-0.478, 1.779, -1.659)  0.099
O (-0.074, 0.180, -0.152)  0.035
C (-1.931, -2.943, -1.416)  -0.004
O (-1.166, -3.700, -0.803)  0.000
N (-2.668, -3.277, -2.544)  0.000
C (-3.625, -2.313, -3.128)  -0.008
C (-2.622, -4.657, -3.122)  0.000
H (-2.063, -1.884, -1.143)  0.000
H (-3.469, -2.341, -4.206)  0.001
H (-3.560, -1.285, -2.769)  0.011
H (-4.654, -2.638, -2.976)  0.001
H (-1.955, -4.637, -3.983)  0.000
H (-2.160, -5.426, -2.503)  0.000
H (-3.586, -5.037, -3.459)  0.000
C (1.596, 3.659, 0.524)  0.001
O (2.725, 3.820, 0.052)  0.000
N (1.116, 4.138, 1.749)  0.000
C (-0.116, 3.710, 2.462)  -0.001
C (1.893, 5.054, 2.490)  0.000
H (0.825, 3.082, -0.010)  0.002
H (-0.792, 4.556, 2.587)  0.000
H (0.070, 3.159, 3.384)  0.000
H (-0.673, 2.961, 1.898)  0.000
H (1.306, 5.959, 2.646)  0.000
H (2.094, 4.687, 3.497)  0.000
H (2.930, 5.245, 2.212)  0.000
C (-6.140, 1.346, 3.250)  0.000
O (-6.706, 0.949, 4.290)  0.000
N (-5.383, 0.524, 2.455)  0.000
C (-4.906, 0.827, 1.110)  -0.003
C (-5.284, -0.853, 2.899)  0.000
H (-6.363, 2.324, 2.796)  0.000
H (-5.031, 1.875, 0.838)  -0.001
H (-5.599, 0.311, 0.445)  0.000
H (-3.856, 0.552, 1.004)  0.003
H (-5.657, -0.974, 3.915)  0.000
H (-5.981, -1.452, 2.313)  0.000
H (-4.307, -1.336, 2.878)  0.000
C (-1.612, 0.132, 2.778)  0.000
O (-1.812, 1.129, 3.487)  0.000
N (-1.232, -1.063, 3.293)  0.000
C (-0.958, -2.267, 2.522)  0.000
C (-0.901, -1.296, 4.634)  0.000
H (-1.798, 0.173, 1.693)  0.003
H (-1.749, -2.944, 2.844)  0.000
H (-0.051, -2.749, 2.887)  0.000
H (-0.883, -2.100, 1.447)  0.000
H (-1.671, -1.938, 5.062)  0.000
H (0.086, -1.756, 4.679)  0.000
H (-0.940, -0.402, 5.256)  0.000
C (2.167, 2.436, -3.455)  -0.017
O (2.987, 2.447, -2.549)  0.003
N (2.421, 2.921, -4.687)  0.001
C (1.430, 2.771, -5.681)  0.003
C (3.681, 3.544, -5.087)  0.000
H (1.168, 1.979, -3.378)  0.012
H (1.851, 2.069, -6.402)  0.000
H (0.960, 3.584, -6.234)  -0.001
H (0.623, 2.124, -5.337)  0.001
H (3.507, 4.559, -5.445)  0.000
H (4.384, 3.603, -4.256)  0.000
H (4.148, 3.014, -5.917)  0.000
C (3.055, 0.295, 0.862)  0.000
O (3.646, 0.897, 0.003)  0.000
N (3.623, -0.250, 1.921)  0.000
C (3.026, -1.172, 2.870)  0.000
C (5.105, -0.218, 2.113)  0.000
H (1.964, 0.228, 0.731)  -0.001
H (2.458, -1.860, 2.245)  0.000
H (2.395, -0.714, 3.632)  0.000
H (3.654, -1.932, 3.335)  0.000
H (5.369, -0.721, 3.043)  0.000
H (5.539, -0.727, 1.252)  0.000
H (5.329, 0.847, 2.061)  0.000
C (2.292, -1.498, -2.274)  0.002
O (2.710, -1.246, -3.400)  0.000
N (2.601, -2.568, -1.567)  0.000
C (1.774, -3.012, -0.489)  0.001
C (3.532, -3.600, -2.140)  0.000
H (1.461, -0.957, -1.795)  -0.003
H (2.368, -3.077, 0.422)  0.000
H (1.556, -4.035, -0.796)  0.000
H (0.929, -2.348, -0.303)  0.000
H (4.059, -3.183, -2.999)  0.000
H (4.102, -3.983, -1.293)  0.000
H (2.906, -4.335, -2.646)  0.000

***

No. 2
The following is a quantum chemistry calculation of C22H50BiN3OP3 as an isolated structure, from the Open Molecules 2025 dataset.

- Kohn-Sham gap (eV) = 5.0
- highest occupied orbital energy (eV) = -14.7
- LUMO level (eV) = -9.7
- total charge = +3

Last column: Mulliken charge in e.
Element x y z (Å)
Bi (-0.065, -0.091, -1.222)  0.775
P (-0.172, -2.459, -2.509)  0.977
P (2.903, -1.225, 0.454)  1.141
P (-2.815, -0.175, -1.207)  1.086
H (1.932, 5.198, -0.503)  0.272
C (0.931, 4.776, -0.650)  -0.485
C (0.008, 4.772, 0.327)  -0.564
H (0.222, 5.187, 1.320)  0.312
C (0.795, -2.381, -4.056)  -1.274
C (0.588, -3.858, -1.605)  -1.155
C (-1.778, -3.145, -3.034)  -1.458
C (3.189, 0.553, 0.530)  -1.198
C (3.680, -1.972, 1.889)  -1.208
C (3.630, -1.878, -1.057)  -0.956
C (-3.255, 1.470, -0.530)  -1.071
C (-3.820, -1.344, -0.217)  -1.344
C (-3.662, -0.142, -2.825)  -1.166
H (0.712, 4.339, -1.631)  0.247
H (-1.005, 4.379, 0.162)  0.251
H (0.673, -1.402, -4.544)  0.347
H (0.440, -3.165, -4.741)  0.483
H (1.862, -2.546, -3.847)  0.440
H (0.126, -4.794, -1.952)  0.481
H (0.410, -3.765, -0.525)  0.276
H (1.671, -3.904, -1.786)  0.322
H (-1.612, -4.179, -3.377)  0.592
H (-2.194, -2.556, -3.863)  0.384
H (-2.496, -3.160, -2.200)  0.362
H (4.192, 0.773, 0.130)  0.543
H (3.142, 0.891, 1.575)  0.374
H (2.448, 1.110, -0.064)  0.285
H (4.731, -2.203, 1.672)  0.440
H (3.150, -2.898, 2.150)  0.420
H (3.625, -1.276, 2.736)  0.427
H (4.657, -1.495, -1.151)  0.514
H (3.059, -1.566, -1.945)  0.079
H (3.659, -2.975, -1.021)  0.390
H (-4.292, 1.705, -0.813)  0.563
H (-2.591, 2.245, -0.943)  0.119
H (-3.176, 1.477, 0.567)  0.277
H (-4.845, -1.374, -0.615)  0.567
H (-3.858, -1.025, 0.834)  0.374
H (-3.393, -2.355, -0.268)  0.276
H (-4.699, 0.187, -2.668)  0.516
H (-3.665, -1.139, -3.280)  0.455
H (-3.156, 0.559, -3.502)  0.139
C (-0.610, 1.696, -4.077)  0.241
C (0.580, 1.313, -4.761)  -0.647
C (0.658, 1.478, -6.137)  -0.490
C (-0.375, 2.115, -6.836)  -0.662
C (-1.485, 2.617, -6.144)  -0.470
C (-1.594, 2.451, -4.772)  -0.386
O (-0.872, 1.289, -2.858)  -0.380
H (1.507, -1.520, 0.526)  -0.150
H (1.380, 0.845, -4.182)  0.566
H (1.533, 1.101, -6.670)  0.416
H (-0.307, 2.229, -7.919)  0.403
H (-2.278, 3.138, -6.680)  0.414
H (-2.434, 2.842, -4.198)  0.416
C (-2.077, -2.627, 2.994)  -1.170
N (-1.866, -1.207, 3.256)  0.181
C (-2.889, -0.588, 4.095)  -1.343
C (-1.116, -0.454, 2.387)  -0.125
N (-0.754, -0.914, 1.191)  0.245
N (-0.776, 0.800, 2.790)  0.234
C (-0.609, 1.103, 4.200)  -1.298
C (-0.050, 1.672, 1.881)  -0.744
H (-2.531, -3.064, 3.889)  0.469
H (-1.117, -3.126, 2.814)  0.388
H (-2.755, -2.802, 2.141)  0.332
H (-2.516, -0.428, 5.115)  0.377
H (-3.245, 0.365, 3.681)  0.413
H (-3.741, -1.276, 4.158)  0.489
H (-1.056, -1.883, 1.085)  -0.170
H (0.292, 1.717, 4.322)  0.495
H (-1.460, 1.681, 4.584)  0.329
H (-0.488, 0.190, 4.793)  0.442
H (-0.517, 1.670, 0.885)  -0.256
H (-0.088, 2.695, 2.268)  0.676
H (1.008, 1.375, 1.784)  0.144

***

No. 3
The following is a quantum chemistry calculation of C22H50BrN2O3P2PbSSbSi3 as an isolated structure, from the Open Molecules 2025 dataset.

- Kohn-Sham gap (eV) = 7.3
- highest occupied orbital energy (eV) = -13.5
- LUMO level (eV) = -6.2
- total charge = +2

Last column: Mulliken charge in e.
Element x y z (Å)
Pb (-1.319, -0.299, -0.480)  0.930
C (-4.685, 1.856, 0.047)  -1.247
P (-3.372, 1.166, 1.100)  0.692
C (-3.101, 2.424, 2.380)  -1.314
C (-4.307, -0.128, 2.024)  -0.853
C (-3.459, -0.920, 3.028)  -0.962
P (-2.239, -2.009, 2.183)  0.685
C (-1.109, -2.434, 3.559)  -1.175
C (-3.210, -3.548, 1.986)  -1.365
H (-5.566, 2.063, 0.657)  0.483
H (-4.950, 1.143, -0.734)  0.372
H (-4.340, 2.772, -0.427)  0.344
H (-4.060, 2.687, 2.829)  0.434
H (-2.653, 3.307, 1.929)  0.355
H (-2.431, 2.050, 3.153)  0.360
H (-4.770, -0.796, 1.291)  0.334
H (-5.124, 0.384, 2.539)  0.515
H (-4.095, -1.525, 3.677)  0.522
H (-2.905, -0.233, 3.674)  0.396
H (-1.614, -3.018, 4.330)  0.510
H (-0.732, -1.513, 4.005)  0.382
H (-0.250, -2.994, 3.188)  0.034
H (-3.553, -3.914, 2.956)  0.423
H (-2.614, -4.324, 1.504)  0.337
H (-4.079, -3.362, 1.354)  0.383
N (-0.979, -0.405, -3.279)  -0.683
H (-0.049, -0.113, -3.564)  0.211
H (-1.598, 0.375, -3.497)  0.260
H (-1.246, -1.183, -3.873)  0.255
C (2.998, -1.656, -2.730)  -0.612
Si (4.347, -1.623, -1.471)  0.489
C (5.053, 0.010, -1.055)  -0.892
C (5.609, -2.962, -1.663)  -1.070
Sb (3.090, -2.530, 0.655)  -0.202
Si (1.644, -4.639, 0.173)  0.433
C (0.209, -3.984, -0.786)  -0.386
C (2.802, -5.682, -0.820)  -1.075
C (1.180, -5.421, 1.785)  -0.991
Si (4.212, -2.036, 2.985)  0.386
C (4.804, -0.307, 2.741)  -0.976
C (2.859, -2.229, 4.216)  -0.827
C (5.541, -3.309, 3.101)  -1.065
H (3.359, -1.270, -3.688)  0.484
H (2.165, -1.026, -2.407)  -0.154
H (2.639, -2.674, -2.893)  0.382
H (5.531, 0.421, -1.951)  0.417
H (5.818, -0.082, -0.282)  0.299
H (4.288, 0.715, -0.733)  0.222
H (6.186, -2.789, -2.577)  0.393
H (5.165, -3.956, -1.744)  0.297
H (6.316, -2.961, -0.831)  0.330
H (0.514, -3.629, -1.771)  0.282
H (-0.282, -3.166, -0.253)  -0.373
H (-0.525, -4.784, -0.925)  0.442
H (3.206, -5.156, -1.686)  0.255
H (2.257, -6.555, -1.190)  0.420
H (3.634, -6.049, -0.214)  0.369
H (0.161, -5.159, 2.078)  0.229
H (1.848, -5.143, 2.601)  0.321
H (1.229, -6.507, 1.677)  0.416
H (4.045, 0.319, 2.267)  0.308
H (5.708, -0.287, 2.130)  0.274
H (5.043, 0.142, 3.709)  0.434
H (2.051, -1.521, 4.030)  0.157
H (3.257, -2.031, 5.216)  0.469
H (2.451, -3.241, 4.215)  0.315
H (6.220, -3.270, 2.247)  0.344
H (5.130, -4.317, 3.179)  0.342
H (6.140, -3.127, 3.999)  0.416
Br (1.246, -0.820, 1.004)  -0.096
O (1.886, 1.258, -1.560)  -0.387
C (0.937, 2.018, -1.619)  -0.205
N (-0.292, 1.763, -1.056)  0.015
S (-1.423, 2.863, -1.494)  1.193
O (-2.410, 2.155, -2.289)  -0.637
O (-1.928, 3.594, -0.363)  -0.692
C (-0.346, 3.857, -2.447)  0.258
C (-0.622, 5.025, -3.129)  -0.642
C (0.444, 5.629, -3.785)  -0.625
C (1.722, 5.075, -3.748)  -0.577
C (1.974, 3.898, -3.054)  -0.540
C (0.916, 3.296, -2.398)  0.148
H (-1.615, 5.453, -3.152)  0.492
H (0.276, 6.547, -4.332)  0.426
H (2.529, 5.573, -4.268)  0.416
H (2.960, 3.457, -3.020)  0.531

***

Energy relative to the best compared isomer or geometry (same formula, charge and spin)? In order: 132.5, 0.0, 11.6 kcal per mole.